This record from the OMol25 dataset describes a 2-piece molecular cluster, C4H7O4 overall. The level of theory is the ωB97M-V functional and the def2-TZVPD basis.

The LUMO energy comes out at 3.6 eV. As for the net charge: -1. The HOMO-LUMO gap is 8.36 eV.

Each line ends with the Mulliken charge.
CARTESIAN COORDINATES (ANGSTROEM)
O -1.186 -1.787 -0.281  -0.7120
C -1.043 -0.680 0.259  0.3627
O -1.164 -0.374 1.479  -0.7750
C -0.467 0.547 -0.577  -0.5074
C 0.795 0.095 -1.305  -0.4552
C 1.368 1.105 -2.243  0.0500
O 2.168 0.796 -3.104  -0.5370
H -0.171 1.293 0.148  0.3364
H -1.227 0.806 -1.312  0.2473
H 1.633 -0.261 -0.691  0.2994
H 0.607 -0.869 -1.815  0.2832
H 1.099 2.144 -1.980  0.3474
H -0.096 -0.708 3.928  0.2848
H -1.361 -1.029 3.298  0.4556
O -0.956 -1.078 4.197  -0.6800

This record from the OMol25 dataset describes an isolated ion of composition C4H7O5PS and charge -2. The level of theory is the ωB97M-V functional and the def2-TZVPD basis.

The LUMO energy comes out at 6.1 eV. As for the net charge: -2. The HOMO-LUMO gap is 6.40 eV. As for the structure (SMILES): C=C[C@]([O-])([P@H](=O)[O-])S(C)(=O)=O.

Each line ends with the Mulliken charge.
CARTESIAN COORDINATES (ANGSTROEM)
C -0.891 -1.959 -0.225  -0.6854
C 0.156 -1.588 -0.948  -0.1958
C -0.934 1.867 1.091  -1.0391
C 0.977 -0.335 -0.903  0.5104
O 1.503 0.065 -1.988  -0.7767
O 2.153 1.071 0.996  -0.7344
O 2.913 -1.115 0.307  -0.7306
O -0.688 2.234 -1.525  -0.7665
O -2.200 0.463 -0.667  -0.7561
P 1.792 -0.312 0.710  0.6469
S -0.782 0.993 -0.610  0.8721
H -1.101 -2.991 -0.200  0.2437
H -1.522 -1.211 0.218  0.2585
H 0.714 -2.342 -1.449  0.2446
H -1.596 2.705 1.038  0.3803
H -1.157 1.176 1.972  0.1792
H 0.037 2.217 1.061  0.3505
H 0.623 -0.938 1.123  -0.0016

This record from the OMol25 dataset describes one molecule with the formula C4H7OP. The level of theory is the ωB97M-V functional and the def2-TZVPD basis.

The LUMO energy comes out at 0.3 eV. As for the net charge: 0. The HOMO-LUMO gap is 9.22 eV. As for the structure (SMILES): CPCC=C=O.

Each line ends with the Mulliken charge.
CARTESIAN COORDINATES (ANGSTROEM)
C -0.930 -0.355 -0.088  -0.8767
C -2.426 0.571 -0.318  -0.7293
C -3.423 1.187 0.286  0.8939
C 1.414 1.174 0.432  -0.9034
O -4.169 1.974 0.762  -0.4165
P 0.898 -0.468 -0.392  0.0512
H -1.261 -1.293 -0.439  0.4770
H -0.807 -0.377 0.987  0.3535
H -2.639 0.138 -1.244  0.2214
H 2.371 1.583 -0.012  0.2987
H 1.482 1.276 1.489  0.3295
H 0.476 1.585 0.166  0.2798
H 1.058 -0.013 -1.746  0.0208

This record from the OMol25 dataset describes one molecule with the formula C4H7OP. The level of theory is the ωB97M-V functional and the def2-TZVPD basis.

The LUMO energy (spin up / spin down) comes out at -1.4 / -0.3 eV. As for the net charge: 0. The HOMO-LUMO gap (spin up / spin down) is 7.21 / 8.54 eV.

Each line ends with the Mulliken charge.
CARTESIAN COORDINATES (ANGSTROEM)
C -1.258 -0.775 0.359  -0.1506
C -1.142 -1.920 -0.281  -0.5427
C -0.853 0.651 -0.042  -0.4601
C 0.613 0.836 -0.536  -0.6773
O 3.296 0.066 0.054  -0.5239
P 1.864 -0.336 0.268  0.3778
H -1.741 -0.730 1.363  0.2496
H -1.168 -2.927 -0.576  0.3930
H -1.396 1.098 -0.976  0.2577
H -1.077 1.381 0.777  0.3384
H 0.607 0.723 -1.609  0.3816
H 1.008 1.927 -0.311  0.3168
H 1.247 0.006 1.510  0.0397

This record from the OMol25 dataset describes an isolated ion of composition C4H7OS and charge +1. The level of theory is the ωB97M-V functional and the def2-TZVPD basis.

The LUMO energy (spin up / spin down) comes out at -7.8 / -7.9 eV. As for the net charge: +1. The HOMO-LUMO gap (spin up / spin down) is 4.82 / 4.82 eV.

Each line ends with the Mulliken charge.
CARTESIAN COORDINATES (ANGSTROEM)
C 1.479 0.587 0.241  -0.1603
C 1.293 1.751 -0.224  -0.0237
C 0.569 -0.528 0.646  -0.3165
C -0.386 -1.005 -0.424  -0.5933
O -1.282 0.056 -0.716  -0.2628
S -2.447 0.222 0.383  -0.1029
H 2.508 0.402 0.441  0.4438
H 1.676 2.586 -0.719  0.4122
H 1.049 -1.423 1.101  0.4199
H -0.106 -0.091 1.367  0.2562
H 0.105 -1.210 -1.355  0.3152
H -0.891 -1.882 -0.203  0.3869
H -3.569 0.534 -0.536  0.2253

This record from the OMol25 dataset describes a 2-piece molecular cluster, C4H7P overall. The level of theory is the ωB97M-V functional and the def2-TZVPD basis.

The LUMO energy comes out at 0.6 eV. As for the net charge: 0. The HOMO-LUMO gap is 10.29 eV. As for the structure (SMILES): C1CC1.C#P.

Each line ends with the Mulliken charge.
CARTESIAN COORDINATES (ANGSTROEM)
C -1.678 2.556 -0.919  -0.0707
C 0.777 -0.965 0.197  -0.5619
C -0.590 -0.407 -0.320  -0.6474
C 0.609 0.491 0.053  -0.3058
P -0.433 3.294 -1.480  -0.2984
H 1.041 1.190 0.869  0.2865
H 0.714 -1.489 1.128  0.2531
H 1.449 -1.381 -0.518  0.2096
H -0.837 -0.440 -1.367  0.2424
H -1.426 -0.491 0.315  0.2434
H 1.157 0.748 -0.838  0.2320
H -2.511 1.946 -0.719  0.4171

This record from the OMol25 dataset describes one molecule with the formula C4H8. The level of theory is the ωB97M-V functional and the def2-TZVPD basis.

The LUMO energy comes out at 1.3 eV. As for the net charge: 0. The HOMO-LUMO gap is 10.09 eV. As for the structure (SMILES): CC1CC1.

Each line ends with the Mulliken charge.
CARTESIAN COORDINATES (ANGSTROEM)
C -1.436 0.281 -0.309  -1.1204
C -0.289 -0.380 0.426  0.1353
C 0.888 0.479 0.727  -0.5173
C 1.124 -0.534 -0.313  -0.6534
H -2.129 -0.454 -0.725  0.3234
H -1.044 0.900 -1.128  0.2856
H -2.033 0.954 0.326  0.2848
H -0.183 -1.452 0.402  0.3090
H 1.436 0.446 1.660  0.2421
H 0.793 1.472 0.293  0.1959
H 1.743 -1.382 0.012  0.2543
H 1.130 -0.331 -1.370  0.2607

This record from the OMol25 dataset describes C4H8BClN3O2 as an isolated structure. The level of theory is the ωB97M-V functional and the def2-TZVPD basis.

The LUMO energy comes out at -5.0 eV. As for the net charge: +1. The HOMO-LUMO gap is 8.20 eV.

Each line ends with the Mulliken charge.
CARTESIAN COORDINATES (ANGSTROEM)
B -0.274 0.803 -0.125  0.3233
C 1.274 -1.489 1.215  -0.1444
C -0.885 -1.138 1.153  0.4906
C 0.081 -2.174 0.683  -0.6603
C 1.727 0.392 -0.224  0.1465
N 1.905 -0.539 0.628  -0.2049
N -1.132 0.041 0.690  -0.3758
N 2.426 0.896 -1.197  -0.2683
O -2.723 1.775 -1.313  -0.6466
O -0.361 1.849 -0.810  -0.4214
Cl -1.875 -1.495 2.525  -0.0871
H 1.551 -1.731 2.156  0.5034
H 0.044 -2.090 -0.520  0.2349
H -0.106 -3.044 1.121  0.4307
H 3.018 0.301 -1.700  0.2160
H -3.031 2.659 -1.329  0.3512
H 2.525 1.900 -1.236  0.2713
H -2.872 1.321 -0.516  0.3614
H -1.291 1.762 -1.201  0.4795

The calculation returns the following electronic energy values, one per record and in order: -12453.0977 -34620.2214 -15593.8566 -15592.9637 -17131.2349 -13546.4103 -4275.4225 -26034.1547 eV.
The calculation returns the following relative energy (zero: lowest compared OMol25 entry of this formula, charge and spin) values, one per record and in order: 71.5 292.7 345.5 431.6 259.9 276.3 170.9 504.8 kJ/mol.